Record 1
{"formula": "C36H87ClN9O15P2", "method": "the ωB97M-V functional and the def2-TZVPD basis", "charge": -1, "total_energy_ev": -113958.037, "orbital_gap_ev": 7.937, "e_homo_ha": -0.222, "species": ["Cl", "O", "O", "O", "O", "O", "P", "N", "C", "C", "N", "C", "C", "N", "C", "C", "H", "H", "H", "H", "H", "H", "H", "H", "H", "H", "H", "H", "H", "H", "H", "H", "H", "H", "O", "P", "N", "C", "C", "N", "C", "C", "N", "C", "C", "H", "H", "H", "H", "H", "H", "H", "H", "H", "H", "H", "H", "H", "H", "H", "H", "H", "H", "O", "C", "O", "C", "C", "C", "H", "H", "H", "H", "H", "H", "O", "C", "O", "C", "C", "C", "H", "H", "H", "H", "H", "H", "O", "C", "O", "C", "C", "C", "H", "H", "H", "H", "H", "H", "C", "C", "C", "O", "C", "N", "H", "H", "H", "H", "H", "H", "H", "H", "H", "H", "H", "C", "C", "C", "O", "C", "N", "H", "H", "H", "H", "H", "H", "H", "H", "H", "H", "H", "C", "C", "C", "O", "C", "N", "H", "H", "H", "H", "H", "H", "H", "H", "H", "H", "H"], "xyz": [[0.95668, -0.80518, 0.25040], [0.46556, -2.16094, 0.46801], [0.38869, -0.17503, -0.83693], [0.66115, -0.00701, 1.41874], [2.36965, -1.00585, 0.11608], [1.03215, 1.04426, -9.04953], [-0.44943, 1.20958, -9.22613], [-1.08476, 2.74550, -8.90953], [-2.55470, 3.00688, -8.95485], [-0.38797, 4.02331, -8.86270], [-1.46822, 0.19513, -8.23773], [-1.57083, 0.38750, -6.82284], [-1.45028, -1.24804, -8.50594], [-0.90766, 0.85206, -10.87102], [-2.37650, 0.87268, -11.31423], [-0.07556, 1.38096, -11.97112], [-2.94946, 2.94129, -9.96873], [-2.77823, 3.96010, -8.47579], [-3.08734, 2.28333, -8.33769], [-0.43988, 4.52674, -9.82808], [0.63625, 3.69984, -8.67712], [-0.66423, 4.70796, -8.06080], [-0.90040, -0.23608, -6.23143], [-1.40353, 1.42537, -6.53485], [-2.60671, 0.25153, -6.51208], [-2.28175, -1.69382, -7.96002], [-1.63540, -1.49091, -9.55229], [-0.51521, -1.75773, -8.27362], [-2.90336, 0.80230, -10.36262], [-2.57241, 1.81699, -11.82217], [-2.74318, -0.00847, -11.84074], [-0.18356, 0.71133, -12.82437], [0.97294, 1.46197, -11.68444], [-0.45117, 2.36692, -12.24479], [3.57781, 3.88052, 9.33843], [2.90474, 3.67628, 8.04978], [2.24285, 5.09166, 7.23850], [2.28158, 6.26261, 8.05396], [1.15645, 5.10833, 6.25544], [1.55639, 2.63104, 8.15288], [0.53882, 2.96601, 9.10939], [1.38897, 1.39872, 7.35237], [3.99949, 3.08320, 6.86821], [3.57392, 2.79336, 5.46376], [5.34208, 2.65014, 7.19652], [2.12096, 7.20089, 7.52298], [3.21096, 6.40774, 8.60466], [1.49128, 6.18951, 8.80107], [1.67726, 5.48236, 5.37398], [0.29575, 5.76182, 6.39770], [0.82611, 4.10931, 5.97097], [0.74913, 2.48704, 10.06566], [0.50662, 4.04320, 9.27285], [-0.39572, 2.57074, 8.71127], [1.04325, 1.83411, 6.41482], [2.31292, 0.83717, 7.21426], [0.71090, 0.71504, 7.86316], [4.12533, 3.41358, 4.75710], [3.69541, 1.74038, 5.20963], [2.54639, 3.10685, 5.27937], [6.08727, 3.02108, 6.49282], [5.40903, 1.56220, 7.20112], [5.65226, 2.89895, 8.21140], [3.15051, 3.17458, -4.69014], [2.70755, 3.79682, -3.70937], [1.54718, 4.46621, -3.71981], [1.06588, 4.70846, -2.41927], [2.27524, 4.60916, -1.46232], [3.41096, 4.04589, -2.34028], [0.28656, 4.00769, -2.11979], [0.72726, 5.72567, -2.22248], [2.02003, 4.02430, -0.57862], [2.56712, 5.55217, -1.00010], [3.81466, 3.09854, -1.98299], [4.30297, 4.64969, -2.50714], [5.70015, -2.82608, 5.37668], [4.61780, -3.38901, 5.44134], [4.07038, -3.78076, 6.60361], [3.03423, -4.72413, 6.48764], [3.12043, -5.11921, 5.01735], [3.71726, -3.90872, 4.33402], [2.07433, -4.26039, 6.71487], [3.26409, -5.61375, 7.07403], [2.13515, -5.30467, 4.58966], [3.85345, -5.91576, 4.88969], [2.98485, -3.12440, 4.14293], [4.24052, -4.12824, 3.40337], [-3.97878, 3.60243, 6.09927], [-4.32403, 2.91789, 5.15583], [-3.58485, 2.56176, 4.14489], [-4.19217, 1.49773, 3.35437], [-5.71614, 1.65351, 3.59658], [-5.75454, 2.40150, 4.93098], [-3.96888, 0.49565, 3.72055], [-3.90694, 1.23766, 2.33501], [-6.22620, 0.69053, 3.62121], [-6.27006, 2.15848, 2.80521], [-6.00853, 1.67882, 5.70642], [-6.52838, 3.15647, 5.06990], [4.14805, -3.11870, -4.29685], [4.56964, -1.78957, -4.78883], [5.89073, -1.27867, -4.27047], [6.12507, -0.01484, -4.81928], [7.10226, 0.71081, -3.96914], [4.48159, -1.90939, -6.24832], [4.86619, -3.92963, -4.41838], [3.21359, -3.49281, -4.71510], [3.97514, -2.96031, -3.23237], [3.73703, -1.13267, -4.53712], [6.62522, -2.06070, -4.46299], [5.84751, -1.22193, -3.18281], [8.02467, 0.17185, -3.75284], [6.74571, 0.88626, -2.95416], [7.31066, 1.66462, -4.45382], [5.11936, -2.64602, -6.51428], [3.69732, -2.49917, -6.48746], [-5.73200, -3.53518, -3.29686], [-4.56632, -3.86620, -2.30091], [-3.42509, -4.48341, -3.08947], [-3.73227, -5.74104, -3.55063], [-2.82360, -6.41135, -4.45936], [-4.17325, -2.56716, -1.79539], [-6.50086, -2.89335, -2.86674], [-6.20656, -4.39489, -3.76991], [-5.40296, -2.87297, -4.09769], [-4.80991, -4.44385, -1.40923], [-2.49757, -4.49056, -2.51698], [-3.24239, -3.88244, -3.98029], [-3.25981, -7.17639, -5.10165], [-1.99622, -6.80474, -3.86878], [-2.43596, -5.68626, -5.17495], [-3.60686, -2.75392, -0.98027], [-3.55476, -2.09588, -2.43996], [-3.26529, -5.07269, 4.69550], [-3.63454, -3.77299, 5.38101], [-4.33349, -3.93701, 6.71121], [-5.13352, -2.75731, 6.91293], [-6.20156, -2.99568, 7.83789], [-2.35029, -3.13490, 5.60594], [-4.10868, -5.73966, 4.51676], [-2.49748, -5.61505, 5.24723], [-2.83155, -4.85667, 3.71912], [-4.30003, -3.33612, 4.63645], [-3.73753, -4.15835, 7.59661], [-5.00827, -4.76411, 6.49053], [-6.83776, -3.79112, 7.44980], [-6.77527, -2.07482, 7.73311], [-5.88670, -2.98579, 8.88138], [-1.94191, -2.92564, 4.70620], [-2.56782, -2.18633, 5.87612]], "lowdin_charge": [0.5616, -0.4168, -0.3524, -0.4037, -0.3917, -0.3017, 0.6204, -0.3003, -0.1073, -0.1179, -0.3115, -0.1459, -0.1260, -0.2906, -0.1086, -0.1286, 0.0544, 0.0779, 0.0663, 0.0770, 0.0768, 0.0803, 0.0920, 0.0794, 0.0804, 0.0794, 0.0655, 0.0841, 0.0474, 0.0671, 0.0721, 0.0760, 0.0741, 0.0671, -0.2867, 0.6059, -0.3021, -0.1733, -0.1142, -0.3329, -0.1221, -0.0845, -0.2955, -0.0954, -0.1304, 0.0780, 0.0743, 0.0679, 0.0778, 0.0827, 0.0604, 0.0790, 0.0705, 0.0830, 0.0667, 0.0746, 0.0820, 0.0799, 0.0851, 0.0469, 0.0786, 0.0750, 0.0700, 0.0817, -0.4271, 0.0279, -0.1664, -0.1479, -0.0612, 0.1276, 0.1171, 0.1129, 0.1006, 0.1188, 0.1168, 0.0959, -0.4636, 0.0136, -0.1650, -0.1629, -0.0767, 0.1285, 0.1240, 0.1186, 0.1194, 0.1371, 0.1306, 0.0939, -0.5077, 0.0648, -0.1084, -0.1570, -0.0790, 0.1133, 0.1314, 0.1065, 0.1038, 0.1177, 0.1204, -0.0987, -0.4486, -0.2400, -0.1547, -0.0714, 0.0309, 0.0798, 0.0795, 0.0845, 0.1477, 0.1250, 0.1244, 0.0747, 0.0762, 0.0823, 0.0566, 0.0532, -0.0658, -0.4079, -0.2642, -0.1930, -0.0698, 0.0236, 0.0632, 0.0661, 0.0686, 0.1420, 0.1303, 0.1185, 0.0803, 0.0845, 0.0772, 0.0729, 0.0743, -0.0841, -0.4631, -0.1938, -0.2048, -0.1063, 0.0424, 0.0740, 0.0794, 0.0792, 0.1391, 0.1335, 0.1090, 0.0861, 0.0794, 0.0860, 0.0750, 0.0693]}


Record 2
{"formula": "C25H27AlN6S2", "method": "the ωB97M-V functional and the def2-TZVPD basis", "total_energy_ev": -63573.124, "orbital_gap_ev": [6.089, 7.273], "e_homo_ha": [-0.211, -0.258], "e_above_lowest_kj_mol": 81.4, "species": ["Al", "C", "C", "N", "N", "C", "N", "S", "C", "C", "C", "C", "C", "N", "H", "H", "H", "H", "H", "H", "H", "H", "H", "C", "C", "C", "C", "C", "C", "C", "C", "C", "C", "H", "H", "H", "H", "H", "H", "H", "H", "H", "H", "H", "H", "N", "C", "N", "C", "C", "C", "C", "C", "C", "S", "H", "H", "H", "H", "H", "H"], "xyz": [[0.62235, 0.81534, -0.45527], [1.58088, 3.77666, 2.30417], [1.38336, 2.49979, 1.55237], [0.61213, 2.44603, 0.44701], [0.54585, 3.60872, -0.36237], [1.23952, 3.45219, -1.43975], [1.20404, 4.44286, -2.39296], [2.24388, 2.03276, -1.80637], [2.06415, 1.30722, 1.86813], [2.81567, 1.08786, 3.05209], [3.48524, -0.08845, 3.22343], [3.42404, -1.08552, 2.22820], [2.66617, -0.83311, 1.11304], [2.00795, 0.31339, 0.91287], [0.84227, 4.50832, 1.98551], [2.57357, 4.19821, 2.12580], [1.47724, 3.62005, 3.37948], [0.87282, 5.33384, -2.05510], [1.98334, 4.47265, -3.02662], [2.85350, 1.86181, 3.80583], [4.06225, -0.25629, 4.12423], [3.93158, -2.03204, 2.33514], [2.56919, -1.58029, 0.33429], [-0.88989, -2.16878, -1.59062], [-1.03423, -1.93637, -0.08725], [-2.51555, -2.15085, 0.27489], [-0.61426, -0.53226, 0.28218], [-0.17074, -2.91754, 0.72450], [0.65000, -3.87033, 0.12792], [1.43858, -4.72554, 0.89170], [1.41869, -4.64796, 2.27302], [0.59920, -3.70728, 2.88483], [-0.18072, -2.85795, 2.12046], [-1.58019, -1.51243, -2.12339], [-1.14371, -3.19502, -1.86652], [0.12181, -1.96251, -1.95269], [-3.13167, -1.42295, -0.25900], [-2.68285, -2.01269, 1.34357], [-2.84674, -3.15702, 0.00508], [-0.91324, -0.28277, 1.30625], [0.68792, -3.95810, -0.94943], [2.06700, -5.45553, 0.39617], [2.03167, -5.31163, 2.86953], [0.57281, -3.63159, 3.96486], [-0.80528, -2.12771, 2.61953], [0.65031, 0.35224, -3.88465], [-0.55194, 0.66344, -3.34346], [-0.70682, 1.05139, -2.10761], [-2.05855, 1.29863, -1.82823], [-2.55772, 1.79478, -0.62762], [-3.92524, 1.95420, -0.50261], [-4.79313, 1.63470, -1.54901], [-4.30296, 1.16537, -2.75359], [-2.92846, 1.01027, -2.87700], [-2.01594, 0.48884, -4.26766], [1.41909, 0.90108, -3.49267], [0.67691, 0.22459, -4.88278], [-1.88824, 2.06265, 0.17906], [-4.32800, 2.33721, 0.42573], [-5.85926, 1.76802, -1.42279], [-4.96964, 0.93537, -3.57386]], "nbo_charge": [1.7715, -0.6638, 0.2108, -0.6438, -0.4025, 0.2942, -0.8189, -0.3976, 0.1067, -0.2290, -0.1722, -0.2987, 0.0795, -0.6235, 0.2431, 0.2251, 0.2170, 0.3920, 0.3912, 0.2163, 0.2136, 0.2219, 0.2052, -0.6051, -0.1585, -0.5962, -0.6808, -0.0015, -0.2356, -0.2094, -0.2283, -0.2228, -0.1570, 0.2057, 0.2096, 0.2050, 0.2104, 0.2054, 0.2063, 0.1699, 0.2124, 0.2099, 0.2112, 0.2107, 0.2030, -0.8129, 0.3275, -0.6285, 0.1001, -0.1956, -0.1917, -0.2159, -0.2412, -0.1412, 0.3627, 0.4298, 0.3949, 0.2519, 0.2180, 0.2183, 0.2217]}


Record 3
{"formula": "C5H9O3S", "method": "the ωB97M-V functional and the def2-TZVPD basis", "charge": -1, "total_energy_ev": -22309.179, "orbital_gap_ev": 7.190, "e_homo_ha": -0.139, "e_above_lowest_kj_mol": 24.4, "species": ["C", "C", "C", "C", "C", "O", "O", "O", "S", "H", "H", "H", "H", "H", "H", "H", "H", "H"], "xyz": [[-0.93274, 1.45567, 1.54415], [0.64563, -1.36081, 0.86171], [0.42643, -1.07174, -1.59074], [-0.23444, -0.75184, -0.21570], [-0.41782, 0.79595, -0.19237], [-2.01198, 1.97796, 1.44472], [-0.12631, 1.18870, 2.41186], [-1.41080, 1.19252, -1.06902], [1.18203, 1.64678, -0.68492], [0.33786, -0.96998, 1.85756], [0.58354, -2.43686, 0.83335], [1.56558, -0.91607, 0.79660], [1.60841, -0.74504, -1.61137], [0.05035, -0.54423, -2.44172], [0.19982, -2.11899, -1.84594], [-1.28392, -1.07879, -0.07794], [-2.07708, 1.67671, -0.35657], [1.89545, 2.06007, 0.33636]], "nbo_charge": [0.8460, -0.6303, -0.6350, -0.2766, 0.0405, -0.7347, -0.7342, -0.7831, -0.1943, 0.2444, 0.1892, 0.2094, 0.2207, 0.2079, 0.1881, 0.2073, 0.5067, 0.1279]}


Record 4
{"formula": "H5N2P", "method": "the ωB97M-V functional and the def2-TZVPD basis", "smiles": "NPN", "total_energy_ev": -12349.839, "orbital_gap_ev": 9.974, "e_homo_ha": -0.323, "e_above_lowest_kj_mol": 0.0, "species": ["N", "N", "P", "H", "H", "H", "H", "H"], "xyz": [[-1.34681, 0.15820, 0.46419], [1.36492, -0.02506, 0.49542], [0.01443, 1.00569, -0.00102], [-2.06129, 0.50483, 1.07547], [-1.22807, -0.77401, 0.59455], [2.11010, 0.31678, 1.17119], [1.67996, -0.27716, -0.40048], [0.14052, 0.26391, -1.23733]], "nbo_charge": [-1.1579, -1.1656, 0.9182, 0.3899, 0.3759, 0.3870, 0.3742, -0.1217]}